# 1
The ion C7H9Cl2O2 with charge -1 at a distorted geometry. Source: OMol25; level of theory: the ωB97M-V functional and the def2-TZVPD basis.

Structure (ORCA input):
```
! RIJCOSX wB97M-V def2-TZVPD def2/J DEFGRID3
* xyz -1 1
H -1.75 0.79 0.53
C 0.72 -1.65 -1.99
H 0.92 -1.40 -3.03
C -0.61 -1.74 0.75
H -0.57 0.15 2.68
C -0.08 -0.40 0.13
H 1.46 -2.36 -1.65
C -0.66 0.87 0.66
O -1.47 -2.23 0.01
H -0.26 -2.11 -1.91
Cl 2.53 1.34 0.17
C 1.94 -0.23 -0.22
H -0.31 1.73 0.08
O -0.18 -2.10 1.85
C 0.73 -0.40 -1.12
H -0.97 1.87 2.56
H 0.60 0.51 -1.73
H 0.69 1.32 2.29
C -0.36 1.07 2.15
Cl 2.75 -1.54 0.53
*
```

Output
Kohn-Sham gap ... 0.248 Eh
HOMO ... -3.50 eV

=====

# 2
The ion C7H9ClF3N2 with charge +1 at a distorted geometry. Source: OMol25; level of theory: the ωB97M-V functional and the def2-TZVPD basis.

Structure (ORCA input):
```
! RIJCOSX wB97M-V def2-TZVPD def2/J DEFGRID3
* xyz 1 1
C -1.14 0.30 -0.56
H -2.30 0.95 1.75
C 2.11 1.16 0.01
F 1.41 2.25 -0.19
C 1.93 -1.29 0.15
C 1.30 -0.07 -0.40
C -2.53 0.34 -0.16
H 3.45 -2.60 0.85
C 3.13 -1.62 0.60
H -0.08 -0.13 1.24
F 2.44 1.21 1.33
H -3.25 -0.16 -1.98
C -0.05 0.07 0.19
N -3.46 -0.02 -1.01
H -3.88 0.64 1.19
Cl 0.72 -2.61 0.00
H 1.39 0.06 -1.42
H -4.49 0.32 -0.88
N -2.94 0.65 1.07
H -0.90 0.28 -1.65
F 3.20 1.21 -0.74
H 3.93 -0.91 0.59
*
```

Output
Kohn-Sham gap ... 0.311 Eh
HOMO ... -13.08 eV
Energy relative to the best compared isomer or geometry (same formula, charge and spin) ... 0.0 kcal per mole
SMILES ... C=C(Cl)[C@@H](/C=C/C(N)=[NH2+])C(F)(F)F

=====

# 3
A cluster of 2 separate species, C7H9ClS in total at a distorted geometry. Source: OMol25; level of theory: the ωB97M-V functional and the def2-TZVPD basis.

Structure (ORCA input):
```
! RIJCOSX wB97M-V def2-TZVPD def2/J DEFGRID3
* xyz 0 1
H 2.34 -0.54 0.32
H 0.24 0.21 -2.46
C -1.57 0.37 1.08
H 1.05 -1.70 0.86
C -2.93 0.51 1.14
H -1.90 -0.20 -2.07
H 0.92 -0.08 1.43
C 1.23 -0.66 0.56
C -1.07 -0.02 -0.18
C -2.02 0.04 -1.08
Cl 0.64 3.00 -0.02
H -3.42 1.13 1.94
C 0.32 -0.20 -0.51
H -1.01 0.40 2.07
H 1.40 3.56 -0.82
C 0.81 -0.07 -1.71
H 1.86 -0.33 -1.83
S -3.56 0.32 -0.48
*
```

Output
Kohn-Sham gap ... 0.338 Eh
HOMO ... -8.45 eV
Energy relative to the best compared isomer or geometry (same formula, charge and spin) ... 19.4 kcal per mole
SMILES ... C=C(C)c1ccsc1.Cl

=====

# 4
The molecule C7H9F3O3 at a distorted geometry. Source: OMol25; level of theory: the ωB97M-V functional and the def2-TZVPD basis.

Structure (ORCA input):
```
! RIJCOSX wB97M-V def2-TZVPD def2/J DEFGRID3
* xyz 0 1
H -1.54 1.89 1.86
C -1.61 -0.65 -0.14
F -0.38 0.15 -2.08
C -1.53 1.48 0.86
H -4.04 -1.29 -2.18
C 2.45 -0.39 -1.35
C 1.33 -0.48 -0.54
H 2.39 -0.39 -2.43
F -0.19 -1.94 -1.60
H -2.26 -1.45 -2.72
H -2.37 1.87 0.28
C -0.18 -0.70 -1.02
O -2.70 -0.74 -0.82
H 3.08 -1.50 1.22
H -0.59 1.74 0.36
O -1.64 0.06 1.01
C -2.99 -1.17 -1.99
H 2.22 -0.75 2.58
O 1.31 -0.50 0.81
C 2.52 -0.63 1.54
H 3.14 0.26 1.44
F 3.69 -0.24 -0.88
*
```

Output
Kohn-Sham gap (spin up / spin down) ... 0.302 / 0.308 Eh
HOMO (spin up / spin down) ... -7.62 / -7.68 eV
Energy relative to the best compared isomer or geometry (same formula, charge and spin) ... 0.0 kcal per mole

=====

# 5
A cluster of 2 separate species, C7H9FIN2 in total at a distorted geometry. Source: OMol25; level of theory: the ωB97M-V functional and the def2-TZVPD basis.

Structure (ORCA input):
```
! RIJCOSX wB97M-V def2-TZVPD def2/J DEFGRID3
* xyz 1 1
N 0.12 2.68 0.96
C -0.52 2.21 -1.23
H -0.26 2.88 1.83
H -1.34 -1.03 1.55
I -2.70 1.72 0.82
C -0.04 -0.30 0.25
C 1.44 -2.08 -0.62
F 1.12 -4.40 0.01
H -0.92 -3.34 1.46
H -1.18 2.98 -1.61
H 1.36 0.03 -1.24
H -0.84 1.36 -1.73
C -0.79 2.23 0.19
C -0.30 -2.68 0.95
H 2.27 -2.43 -1.33
H 0.52 2.57 -1.28
H 1.05 2.82 0.65
N -0.69 -1.36 0.88
C 0.72 -3.08 0.05
C 0.98 -0.78 -0.56
*
```

Output
Kohn-Sham gap ... 0.311 Eh
HOMO ... -12.23 eV

=====

# 6
The ion C7H9FN with charge +1 at a distorted geometry. Source: OMol25; level of theory: the ωB97M-V functional and the def2-TZVPD basis.

Structure (ORCA input):
```
! RIJCOSX wB97M-V def2-TZVPD def2/J DEFGRID3
* xyz 1 1
F -0.88 -2.06 0.36
H 0.61 2.17 0.95
C 2.12 0.85 0.18
H 3.18 -0.62 -0.84
H 1.44 -2.35 -0.81
H -3.09 0.66 0.56
C 0.08 -1.12 0.38
H -2.96 0.50 -1.28
C 1.23 -1.44 -0.33
N -2.62 0.31 -0.33
C -1.19 0.89 -0.35
H -2.44 -0.74 -0.21
H 3.04 1.35 0.05
C 0.89 1.12 0.74
C -0.25 0.20 0.77
H -0.76 0.60 -1.26
H -0.62 0.20 1.78
C 2.23 -0.51 -0.36
*
```

Output
Kohn-Sham gap (spin up / spin down) ... 0.229 / 0.229 Eh
HOMO (spin up / spin down) ... -11.71 / -11.71 eV
Energy relative to the best compared isomer or geometry (same formula, charge and spin) ... 112.9 kcal per mole

=====

# 7
A structure of composition C7H9FO at a distorted geometry. Source: OMol25; level of theory: the ωB97M-V functional and the def2-TZVPD basis.

Structure (ORCA input):
```
! RIJCOSX wB97M-V def2-TZVPD def2/J DEFGRID3
* xyz 0 1
H -0.35 -1.25 2.14
C 0.21 2.00 0.06
O -2.03 1.10 0.41
C -0.41 -1.03 -1.36
C -0.83 0.90 0.26
H -1.86 -1.75 1.11
F 2.52 -0.80 0.00
C -0.28 -0.51 0.09
C -0.76 -1.50 1.11
H -0.52 -0.18 -1.88
H -1.29 -1.73 -1.42
H 2.53 2.09 -0.12
H 0.47 -1.59 -1.56
H -0.14 2.53 -0.83
C 1.62 0.13 -0.01
C 1.56 1.44 0.03
H -0.05 2.63 1.00
H -0.38 -2.48 0.96
*
```

Output
Kohn-Sham gap ... 0.371 Eh
HOMO ... -9.25 eV
Energy relative to the best compared isomer or geometry (same formula, charge and spin) ... 62.2 kcal per mole

=====

# 8
A cluster of 2 separate species, C7H9N in total at a distorted geometry. Source: OMol25; level of theory: the ωB97M-V functional and the def2-TZVPD basis.

Structure (ORCA input):
```
! RIJCOSX wB97M-V def2-TZVPD def2/J DEFGRID3
* xyz 0 1
C -0.36 -0.20 -0.53
C -1.05 0.97 -0.45
H -3.81 -0.27 1.25
N -2.29 -1.26 0.18
H 3.53 0.87 1.21
C 2.47 -0.12 -0.39
H 2.18 -1.05 -0.96
H 3.47 -0.97 1.24
C 3.28 -0.07 0.60
C -2.96 -0.20 0.39
H 1.94 0.85 -0.71
H -0.59 1.95 -0.48
C -1.03 -1.32 -0.35
H 0.79 -0.14 -0.77
C -2.29 1.05 0.09
H -0.53 -2.22 -0.57
H -2.75 2.13 0.24
*
```

Output
Kohn-Sham gap ... 0.364 Eh
HOMO ... -9.02 eV
Energy relative to the best compared isomer or geometry (same formula, charge and spin) ... 92.2 kcal per mole
SMILES ... c1ccncc1.C=C

=====

# 9
The molecule C7H9N at a distorted geometry. Source: OMol25; level of theory: the ωB97M-V functional and the def2-TZVPD basis.

Structure (ORCA input):
```
! RIJCOSX wB97M-V def2-TZVPD def2/J DEFGRID3
* xyz 0 1
H 2.55 0.91 0.11
C 0.06 -1.15 -0.24
C 0.49 0.81 0.77
C 1.46 -0.82 -0.33
C -0.20 1.32 -0.58
H 0.62 1.59 1.58
N -1.76 -0.28 0.31
H -0.42 -2.28 -0.29
H -1.70 0.04 -1.78
H 0.57 1.68 -1.20
H 2.41 -1.62 -0.52
C 1.69 0.32 0.11
H -2.25 0.60 0.78
H -1.02 2.22 -0.68
H -0.44 -0.70 1.84
C -0.58 -0.45 0.87
C -0.94 -0.11 -0.94
*
```

Output
Kohn-Sham gap ... 0.362 Eh
HOMO ... -8.80 eV
Energy relative to the best compared isomer or geometry (same formula, charge and spin) ... 138.5 kcal per mole

=====

# 10
The molecule C7H9N at a distorted geometry. Source: OMol25; level of theory: the ωB97M-V functional and the def2-TZVPD basis.

Structure (ORCA input):
```
! RIJCOSX wB97M-V def2-TZVPD def2/J DEFGRID3
* xyz 0 1
C 0.20 1.40 1.62
C -0.77 -0.34 -0.02
N -0.07 -1.55 -0.27
H 1.20 0.11 -0.39
H 1.42 -0.09 2.47
H 1.06 -1.37 -2.05
H -0.64 -2.00 -2.29
C 0.23 -1.98 -1.63
H 0.29 2.07 2.50
H -0.60 3.04 0.31
C -0.54 1.95 0.43
H -1.41 1.44 -1.46
C 0.77 0.17 1.65
H -1.45 -0.46 0.81
C 0.63 -0.46 0.34
H 0.59 -3.02 -1.47
C -0.91 1.06 -0.54
*
```

Output
Kohn-Sham gap ... 0.340 Eh
HOMO ... -8.31 eV
Energy relative to the best compared isomer or geometry (same formula, charge and spin) ... 106.0 kcal per mole
SMILES ... CN1[C@@H]2C=CC=C[C@H]21

=====

# 11
The molecule C7H9N at a distorted geometry. Source: OMol25; level of theory: the ωB97M-V functional and the def2-TZVPD basis.

Structure (ORCA input):
```
! RIJCOSX wB97M-V def2-TZVPD def2/J DEFGRID3
* xyz 0 1
C -0.27 -0.42 -0.10
H -3.77 -0.03 0.26
C 0.66 -1.39 0.02
H -0.32 1.77 -0.32
C 2.44 0.20 0.05
C -2.61 0.24 0.33
H 1.99 2.42 -0.15
H 3.43 0.26 0.19
H -2.72 1.20 -0.37
N -1.63 -0.77 -0.25
H -2.29 0.65 1.39
C 2.04 -1.08 0.11
C 0.23 1.00 -0.16
H 2.70 -1.94 0.26
H 0.37 -2.47 0.09
C 1.56 1.25 -0.03
H -1.83 -0.88 -1.33
*
```

Output
Kohn-Sham gap ... 0.351 Eh
HOMO ... -8.56 eV
Energy relative to the best compared isomer or geometry (same formula, charge and spin) ... 59.8 kcal per mole
SMILES ... CNc1ccccc1

=====

# 12
The ion C7H9N2 with charge +1 at a distorted geometry. Source: OMol25; level of theory: the ωB97M-V functional and the def2-TZVPD basis.

Structure (ORCA input):
```
! RIJCOSX wB97M-V def2-TZVPD def2/J DEFGRID3
* xyz 1 1
H -1.44 -2.63 -0.84
H -1.85 0.04 -0.07
H -0.66 -1.29 -2.06
H 2.63 2.88 -0.18
C -1.48 -1.62 -1.32
C 0.41 2.83 0.36
H -0.33 0.42 2.05
H -1.47 -1.52 0.92
C 0.21 -0.60 0.20
C 0.57 0.45 1.41
H -2.47 -1.51 -1.77
C 1.81 2.19 -0.14
C 1.39 1.14 -0.97
H 1.45 -0.11 1.98
C -1.19 -0.89 0.05
N 0.81 0.06 -0.98
N 0.82 1.75 0.90
H 0.80 -1.59 0.47
*
```

Output
Kohn-Sham gap (spin up / spin down) ... 0.325 / 0.325 Eh
HOMO (spin up / spin down) ... -14.78 / -14.78 eV
Energy relative to the best compared isomer or geometry (same formula, charge and spin) ... 182.2 kcal per mole